(1)
The following is a quantum chemistry calculation of a structure of composition C39H48Br2CsNOSbSiTe in a non-equilibrium geometry, from the OMol25 dataset.

## Properties
* net charge: -1
* HOMO energy: -3.636 eV
* ΔE to the lowest compared entry with this formula, charge and spin: 0.0 kcal per mole
* frontier orbital gap: 0.20201 Eh
* LUMO energy: 0.0684 Eh

XYZ file:
```
95
Properties=species:S:1:pos:R:3:mulliken_charge:R:1
Cs 0.8987 -0.6087 1.7135 1.10
C -0.9690 -3.9826 -0.4791 -1.06
C -1.0401 -4.1660 1.0144 0.60
C -2.1006 -4.9096 1.5874 -0.82
C -2.1597 -5.0666 2.9340 -0.91
C -1.1707 -4.4837 3.7612 1.07
C -1.1389 -4.6129 5.1723 -0.03
Br -2.4698 -5.6161 6.0895 -0.28
C -0.1503 -4.0193 5.8977 -0.38
C 0.8473 -3.2682 5.2600 0.01
Br 2.2043 -2.4749 6.3139 -0.24
C 0.9043 -3.0681 3.8748 -0.16
O 1.7783 -2.3502 3.2915 -0.44
C -0.1572 -3.7383 3.1148 -0.09
N -0.1102 -3.6095 1.7496 -0.25
H -1.2615 -4.8928 -1.0084 0.41
H 0.0408 -3.7009 -0.7702 0.22
H -1.6429 -3.1861 -0.8075 0.25
H -2.8546 -5.3489 0.9450 0.41
H -2.9600 -5.6352 3.3889 0.33
H -0.1310 -4.1221 6.9741 0.40
C 5.9950 -1.1185 1.0635 -1.12
Te 4.2806 -1.5219 2.2774 0.24
C 4.3356 -3.5962 1.8624 -0.94
H 5.8198 -1.4803 0.0507 0.28
H 6.8850 -1.5875 1.4819 0.34
H 6.1395 -0.0378 1.0315 0.32
H 5.2675 -4.0150 2.2361 0.36
H 4.2439 -3.7549 0.7896 0.29
H 3.4806 -4.0320 2.3787 0.19
C -1.4900 5.2849 5.2103 -0.37
C -2.6225 4.6996 4.6603 -0.67
C -2.5095 3.8120 3.5900 0.35
C -1.2665 3.4710 3.0385 0.23
C -0.1418 4.0682 3.6299 -0.60
C -0.2416 4.9656 4.6852 -0.60
Si -0.9545 2.2678 1.5473 -1.50
C -2.7763 1.7598 1.1176 0.73
C -3.4408 0.8884 2.0023 -0.51
C -4.7017 0.3671 1.7356 -0.65
C -5.3515 0.6901 0.5482 -0.44
C -4.7280 1.5484 -0.3482 -0.65
C -3.4690 2.0769 -0.0618 0.11
C -0.5813 3.6216 0.1915 0.18
C -1.4003 4.7380 -0.0551 0.03
C -1.0777 5.6943 -1.0105 -0.71
C 0.0963 5.5741 -1.7532 -0.48
C 0.9384 4.4954 -1.5251 -0.40
C 0.5947 3.5426 -0.5646 -0.39
H -1.5745 5.9756 6.0413 0.34
H -3.6020 4.9370 5.0608 0.37
H -3.4160 3.3789 3.1761 0.25
H 0.8459 3.8213 3.2464 0.24
H 0.6553 5.4085 5.1054 0.36
H -2.9503 0.6054 2.9307 0.41
H -5.1716 -0.3004 2.4485 0.40
H -6.3297 0.2786 0.3284 0.37
H -5.2255 1.8170 -1.2748 0.38
H -3.0204 2.7575 -0.7769 0.28
H -2.3122 4.8588 0.5240 0.46
H -1.7387 6.5381 -1.1765 0.37
H 0.3523 6.3210 -2.4957 0.37
H 1.8585 4.3918 -2.0927 0.41
H 1.2621 2.7011 -0.3942 0.34
C 0.2309 -3.2794 -4.3549 -1.22
C 1.4365 -2.3633 -4.1209 0.24
C 2.0187 -1.8334 -5.4282 -1.31
Sb 0.8728 -0.9598 -2.5919 0.27
C 2.3831 0.5730 -2.7832 1.27
C 3.7398 -0.0895 -2.5208 -1.49
C 2.4062 1.4482 -4.0355 -1.37
C -0.8493 -0.0074 -3.4775 0.29
C -1.0885 1.2879 -2.6998 -1.02
C -0.8697 0.2204 -4.9882 -1.43
H 0.4980 -4.1156 -5.0125 0.44
H -0.5922 -2.7431 -4.8367 0.22
H -0.1604 -3.7043 -3.4255 0.17
H 2.2114 -2.9472 -3.6154 0.44
H 1.3364 -1.1559 -5.9426 0.17
H 2.2276 -2.6650 -6.1136 0.48
H 2.9566 -1.2994 -5.2767 0.24
H 2.1469 1.2173 -1.9309 -0.49
H 4.0141 -0.7793 -3.3257 0.22
H 3.7556 -0.6558 -1.5853 0.37
H 4.5348 0.6629 -2.4597 0.46
H 2.5242 0.8680 -4.9511 0.17
H 3.2503 2.1479 -3.9865 0.48
H 1.5021 2.0473 -4.1390 0.25
H -1.6520 -0.7077 -3.2267 0.50
H -0.3028 2.0266 -2.8753 -0.06
H -1.1430 1.1337 -1.6190 0.11
H -2.0363 1.7475 -3.0026 0.52
H -0.0453 0.8513 -5.3220 0.19
H -1.7979 0.7309 -5.2732 0.47
H -0.8232 -0.7081 -5.5574 0.29
```


(2)
The following is a quantum chemistry calculation of a structure of composition C39H49BClN4O2STl, from the OMol25 dataset.

## Properties
* net charge: -2
* HOMO energy: -0.435 eV
* ΔE to the lowest compared entry with this formula, charge and spin: 0.0 kcal per mole
* frontier orbital gap: 0.15607 Eh
* LUMO energy: 0.1401 Eh

XYZ file:
```
98
Properties=species:S:1:pos:R:3:mulliken_charge:R:1
Tl -1.9428 0.4808 -1.1807 0.61
C 1.0774 -1.8751 3.9906 -1.92
C 0.3187 -1.5656 2.6964 2.33
C -1.1992 -1.6149 2.9079 -1.28
C 0.7251 -2.4935 1.5672 0.94
C 0.6251 -3.8687 1.7448 -0.34
C 0.9960 -4.7530 0.7450 -1.75
C 1.4329 -4.2622 -0.4719 -0.17
C 1.5292 -2.8952 -0.6974 0.80
C 1.9463 -2.3863 -2.0640 1.51
C 3.3755 -2.8076 -2.4150 -1.64
C 0.9490 -2.8514 -3.1314 -1.40
C 1.2089 -2.0126 0.3412 -0.73
N 1.4547 -0.6183 0.1660 0.24
B 0.5379 0.5091 -0.0658 0.09
N 1.5301 1.6139 -0.0312 0.57
C 2.8286 1.1404 0.2128 -0.99
C 2.7756 -0.1951 0.3313 -0.75
C 1.3583 3.0212 -0.0896 -0.55
C 0.9452 3.7274 1.0534 0.93
C 0.8057 5.1106 0.9643 -0.33
C 1.1251 5.7899 -0.2036 -1.63
C 1.5773 5.0867 -1.3080 -0.26
C 1.6921 3.7005 -1.2713 0.70
C 2.2205 2.9439 -2.4784 1.35
C 3.6372 3.4073 -2.8355 -1.58
C 1.2859 3.0535 -3.6865 -1.46
C 0.7282 3.0192 2.3774 1.14
C 1.4413 3.7413 3.5260 -1.91
C -0.7572 2.8297 2.6816 -0.96
H 0.8719 -1.0993 4.7368 0.44
H 2.1582 -1.9087 3.8185 0.39
H 0.7690 -2.8380 4.4135 0.34
H 0.5689 -0.5499 2.3985 -1.14
H -1.5238 -2.6285 3.1762 0.25
H -1.7230 -1.3181 1.9934 0.15
H -1.5026 -0.9293 3.7072 0.47
H 0.2346 -4.2577 2.6822 0.24
H 0.8999 -5.8216 0.8996 0.30
H 1.6748 -4.9586 -1.2705 0.28
H 1.9115 -1.3004 -2.0373 -0.55
H 3.4598 -3.8998 -2.4611 0.31
H 4.0856 -2.4450 -1.6654 0.33
H 3.6678 -2.4006 -3.3896 0.44
H 0.9647 -3.9439 -3.2340 0.25
H 1.1955 -2.4112 -4.1047 0.51
H -0.0681 -2.5507 -2.8562 0.21
H 3.6817 1.8018 0.2908 0.37
H 3.5812 -0.8904 0.5246 0.49
H 0.4683 5.6703 1.8340 0.27
H 1.0337 6.8710 -0.2462 0.32
H 1.8311 5.6241 -2.2183 0.30
H 2.2694 1.8941 -2.2061 -0.38
H 3.6414 4.4540 -3.1591 0.32
H 4.0439 2.7968 -3.6476 0.46
H 4.3025 3.3162 -1.9723 0.34
H 1.0283 4.0987 -3.9023 0.26
H 0.3627 2.4966 -3.5051 0.23
H 1.7640 2.6289 -4.5750 0.48
H 1.1646 2.0266 2.2867 -0.31
H 0.9224 4.6671 3.8029 0.35
H 2.4753 3.9915 3.2643 0.40
H 1.4615 3.0949 4.4088 0.45
H -1.2837 3.7951 2.6962 0.20
H -0.8928 2.3492 3.6570 0.51
H -1.2216 2.1855 1.9292 -0.12
N -3.1666 7.2467 0.0364 -0.68
C -2.9099 5.8948 -0.2219 1.18
C -2.1967 5.4978 -1.3450 -0.63
C -1.9448 4.1501 -1.5320 -0.37
N -2.3476 3.1943 -0.7074 0.09
C -3.0831 3.5737 0.3402 -0.10
C -3.3885 4.8972 0.6182 -0.91
H -2.4754 7.8674 -0.3513 0.23
H -3.3290 7.4383 1.0096 0.22
H -1.8130 6.2314 -2.0481 0.32
H -1.3904 3.8166 -2.4048 0.27
H -3.4377 2.7755 0.9871 -0.11
H -3.9841 5.1503 1.4919 0.32
Cl -4.0190 0.8074 2.3522 -0.39
C -3.7532 0.2243 0.5779 -0.90
H -4.6532 0.6032 0.0853 0.54
H -3.8939 -0.8511 0.6639 0.20
O -1.5451 -9.7290 -1.0632 -0.52
C -2.1379 -8.9348 -0.1155 0.62
O -2.5780 -9.4972 0.8550 -0.64
C -2.1719 -7.4951 -0.3756 0.93
C -2.7586 -6.6495 0.5823 -0.51
C -2.8581 -5.2918 0.3938 -0.61
C -2.3804 -4.6520 -0.7893 0.15
S -2.5784 -2.9824 -1.0828 -0.23
C -1.7728 -5.5217 -1.7455 -1.16
C -1.6802 -6.8790 -1.5445 -0.48
H -1.2233 -9.1616 -1.7694 0.28
H -3.1280 -7.1100 1.4925 0.38
H -3.3185 -4.6646 1.1490 0.39
H -1.3824 -5.0727 -2.6515 0.32
H -1.2077 -7.4629 -2.3327 0.11
```